Below is a 2-piece molecular cluster, C4H9NOS2 overall at a distorted geometry, with properties calculated with ωB97M-V with the def2-TZVPD basis set.

## Properties
Energy above the lowest of the compared OMol25 structures with the same formula, charge and spin ... 480.1 kJ/mol
Largest force on an atom ... 0.167 Eh/bohr
Frontier orbital gap ... 8.0 eV

Geometry as XYZ:
```
17
C4H9NOS2 ωB97M-V with the def2-TZVPD basis set
C -2.03 -0.58 -0.69
C 0.41 -0.97 0.22
C 0.59 0.41 0.99
C 1.03 1.36 -0.09
H -2.51 -0.95 0.27
H -2.22 0.56 -0.75
H -2.57 -0.95 -1.76
H -0.57 -2.09 -0.94
H 1.37 0.12 1.73
H -0.98 -0.10 1.82
H 0.53 2.47 -0.01
H 0.66 0.87 -1.00
H 2.90 0.40 -0.91
N -0.64 -1.15 -0.60
O -0.61 1.15 1.49
S 1.73 -2.05 0.29
S 2.90 1.51 -0.05
```